Molecular formula: C4H10O3
Method: DFT, wB97M-V/def2-TZVPD

Last columns: bonded neighbours and bond lengths (Å).
Atoms and positions in Å:
1 C -0.35307 -0.64976 -0.61360  C2 1.558, O6 1.392, H7 1.107, H8 1.107
2 C -1.13824 0.12472 0.48697  C1 1.558, O3 1.398, H9 1.107, H10 1.107
3 O -1.04344 -0.65876 1.64146  C2 1.398, C4 1.387
4 C 0.27800 -0.69313 2.06076  O3 1.387, C5 1.539, H11 1.107, H12 1.107
5 C 1.13488 -1.52827 1.09252  C4 1.539, O6 1.448, H13 1.107, H14 1.107
6 O 0.94954 -0.94360 -0.21919  C1 1.392, C5 1.448
7 H -0.21574 -0.01840 -1.51247  C1 1.107
8 H -0.85463 -1.58389 -0.93186  C1 1.107
9 H -2.22051 0.14433 0.25512  C2 1.107
10 H -0.80545 1.17094 0.62888  C2 1.107
11 H 0.67373 0.33930 2.11502  C4 1.107
12 H 0.36457 -1.14022 3.06974  C4 1.107
13 H 2.15503 -1.62962 1.51022  C5 1.107
14 H 0.72085 -2.54693 0.96459  C5 1.107
15 O 0.05608 2.83667 -3.36829  H16 0.984, H17 0.984
16 H 0.05976 3.68961 -2.87763  O15 0.984
17 H 0.23863 3.08699 -4.30223  O15 0.984

Output
Charge ... 0
Frontier orbital gap ... 9.8 eV
HOMO ... -9.04 eV
SMILES string ... C1COCCO1.O
ΔE to the lowest compared entry with this formula, charge and spin ... 47.5 kcal/mol